Entry from OMol25: a structure of composition C47H53CdClI2N4O5P (the ωB97M-V functional and the def2-TZVPD basis).

The geometry in XYZ format:
```
114
Properties=species:S:1:pos:R:3:forces:R:3:lowdin_charge:R:1
C -4.161 2.821 1.373 0.072 0.034 -0.097 -0.20
C 2.917 1.658 -5.566 -0.024 -0.032 -0.101 -0.10
H 1.014 2.665 -5.571 0.068 -0.030 0.057 0.10
C -3.314 -1.141 0.782 -0.062 -0.077 0.149 -0.19
C 0.124 -4.415 -1.810 -0.008 -0.102 0.066 -0.05
I -3.197 1.332 -4.171 0.022 -0.117 -0.041 0.89
N 0.154 -2.049 -1.597 -0.375 0.169 -0.680 0.06
C -2.813 3.361 -0.716 -0.050 -0.027 0.110 -0.20
H -4.950 3.039 -0.633 -0.010 0.014 0.004 0.10
I -3.705 -4.603 -4.583 0.029 0.017 0.017 0.84
C 2.546 3.308 3.033 0.194 -0.076 0.146 -0.03
H -2.030 -1.585 2.422 -0.033 -0.062 0.033 0.12
H -4.477 1.776 1.277 0.019 0.050 -0.002 0.09
H 2.219 0.396 4.360 -0.163 -0.243 0.079 0.08
C -1.738 2.074 1.142 -0.296 0.055 -0.090 -0.31
H -2.878 1.223 -0.537 0.068 0.020 -0.044 0.10
H 1.435 -3.230 -0.540 0.017 0.007 -0.091 0.11
H -3.815 0.768 3.136 0.009 -0.020 0.016 0.08
C 4.787 -3.600 -2.694 -0.044 0.034 -0.031 -0.04
C -1.516 -3.110 -3.003 0.087 0.078 0.119 -0.22
C -4.717 -2.470 2.453 0.029 0.076 -0.077 -0.20
C 3.867 -3.989 -5.286 0.016 0.006 0.055 -0.09
H 2.334 5.404 0.351 0.029 0.016 0.043 0.09
C 5.296 -4.638 -3.465 -0.062 0.071 -0.002 -0.10
H 2.916 1.405 -6.620 -0.002 0.013 0.055 0.11
H -3.420 -3.289 0.912 -0.037 0.005 -0.009 0.11
H 0.110 -1.562 3.351 0.010 0.019 -0.027 0.11
H -1.361 -5.265 -3.074 0.000 0.037 0.026 0.05
H 5.246 -5.637 -5.373 -0.034 0.038 0.052 0.09
H -4.023 -1.590 -4.732 -0.005 0.031 0.001 0.07
C -3.620 -0.304 3.159 -0.009 -0.112 -0.124 -0.18
C -0.124 0.604 3.102 -0.026 -0.029 0.141 -0.31
H 4.451 0.524 2.903 -0.057 0.040 -0.011 0.11
H 0.583 -5.361 -1.552 -0.022 0.035 0.019 0.10
C -2.663 -2.948 -3.822 -0.010 -0.147 -0.033 -0.68
N 3.055 -0.416 -0.535 0.523 -0.422 -0.226 -0.10
C 0.624 -3.220 -1.264 0.010 0.114 0.103 -0.13
H 2.598 -2.283 -4.900 0.060 -0.029 0.039 0.11
C 3.358 -2.952 -4.513 -0.023 -0.122 -0.185 -0.04
C 1.634 -0.523 4.481 -0.172 0.091 0.098 -0.18
H -5.655 -3.029 2.440 0.025 -0.033 0.015 0.10
H 1.251 0.265 6.471 0.007 -0.014 -0.001 0.10
H 1.447 4.180 -0.590 -0.012 -0.054 -0.025 0.07
Cl 5.292 0.350 -5.409 -0.058 0.029 0.024 0.66
H 0.558 1.387 2.747 -0.076 -0.059 0.124 0.10
H -2.932 3.441 -1.798 0.006 0.008 0.048 0.06
C -2.763 2.872 1.992 0.065 -0.018 -0.192 -0.17
O -0.437 -0.252 0.564 -0.036 0.034 0.023 -0.38
O -0.633 0.451 -2.575 -0.330 -0.521 -0.319 -0.24
C 1.936 3.213 1.807 0.154 -0.048 0.042 -0.27
H 3.503 -4.139 -6.296 0.012 0.012 0.034 0.10
C -4.953 -1.052 2.973 0.090 -0.042 -0.066 -0.20
C 3.723 1.276 2.612 0.082 0.062 -0.197 -0.10
C 0.803 -0.457 5.783 -0.034 -0.009 -0.132 -0.19
C 4.841 -4.833 -4.767 -0.001 0.041 0.052 -0.11
H 0.818 -1.425 6.291 -0.011 0.009 0.023 0.10
C 0.737 -0.667 3.253 0.013 0.059 0.142 -0.19
C 3.574 -0.003 0.550 -0.131 0.338 0.275 -0.11
C 1.932 2.633 -3.628 0.064 -0.067 0.109 -0.16
C -2.464 -0.560 -3.667 0.145 0.028 0.065 -0.64
C -0.944 -4.358 -2.654 -0.096 0.019 -0.085 -0.06
C 3.815 -2.747 -3.218 0.105 0.001 0.103 -0.15
H -2.143 4.171 -0.403 -0.016 0.001 -0.041 0.11
C 3.938 1.563 -3.406 -0.076 0.070 0.132 -0.19
H -2.789 2.539 3.027 0.031 0.005 0.072 0.07
H -4.051 -2.994 3.147 -0.015 0.023 -0.024 0.11
C 1.872 2.356 -4.985 -0.058 0.002 -0.052 -0.06
C -2.163 2.031 -0.349 -0.075 0.194 0.250 -0.20
C -0.654 -0.055 5.510 0.116 0.042 -0.054 -0.21
H 5.130 -3.427 -1.681 -0.001 -0.027 -0.064 0.10
H 4.735 1.218 -2.752 -0.064 0.036 -0.040 0.11
H -1.130 0.274 6.436 -0.038 -0.018 0.019 0.11
H -2.435 3.917 2.026 -0.002 -0.059 0.004 0.12
H 6.052 -5.296 -3.052 -0.016 0.026 -0.014 0.09
O 1.395 2.014 -0.129 0.145 0.137 0.284 -0.19
H -4.437 4.556 0.093 0.002 -0.037 -0.006 0.10
C -0.743 1.053 4.458 0.155 -0.181 -0.082 -0.16
P -1.217 0.414 1.660 0.325 -0.078 -0.129 0.80
Cd 1.130 0.177 -1.327 -0.706 0.090 -0.034 1.44
H -4.877 -2.542 0.282 0.009 -0.004 -0.007 0.11
H -4.883 3.303 2.037 -0.024 -0.022 0.006 0.11
C 1.382 4.877 0.241 -0.019 0.016 0.100 -0.07
H -3.216 -0.531 4.147 0.022 0.004 -0.002 0.10
O 1.050 4.201 1.456 -0.238 0.226 -0.209 -0.12
C -4.095 -2.438 1.038 -0.003 0.060 0.110 -0.18
H 2.348 -1.348 4.529 0.028 -0.007 -0.003 0.11
H 1.331 -0.797 2.350 -0.025 -0.016 0.000 0.09
C 3.100 1.131 1.360 0.070 -0.063 -0.087 -0.14
H -1.781 1.357 4.349 -0.048 0.052 -0.019 0.07
O 2.381 -0.877 -3.052 0.282 -0.124 0.440 -0.14
C 3.964 1.263 -4.757 0.028 -0.032 -0.042 -0.66
H -5.496 -1.073 3.920 -0.018 0.017 -0.008 0.11
C -4.175 3.498 -0.013 0.103 -0.019 0.070 -0.19
H 3.924 2.396 4.433 -0.017 -0.001 -0.035 0.09
H -0.201 1.929 4.825 0.000 0.006 -0.030 0.12
C -0.875 -1.953 -2.491 0.150 -0.045 0.155 -0.14
H 1.127 3.173 -3.136 0.041 -0.062 -0.014 0.10
H -1.298 1.828 -0.967 0.003 -0.009 -0.023 0.07
H 0.590 5.603 0.063 -0.026 -0.002 0.016 0.08
H 4.469 -0.516 0.900 0.127 -0.010 0.080 0.11
C -1.287 -0.603 -2.901 0.079 0.161 0.129 -0.45
C -2.592 -0.709 2.074 -0.250 0.045 -0.048 -0.32
C 2.113 2.091 0.935 0.150 -0.297 -0.137 -0.34
N 3.685 -1.469 -1.196 -0.202 0.159 -0.088 0.04
C -3.136 -1.703 -4.125 0.146 0.177 0.117 -0.25
H 2.322 4.172 3.650 -0.002 -0.047 -0.047 0.11
H -1.216 -0.928 5.163 -0.006 0.013 0.001 0.10
N 2.943 2.247 -2.851 0.081 0.062 -0.130 0.06
C 3.232 -1.594 -2.442 -0.056 0.105 -0.023 -0.53
H -0.782 2.602 1.176 0.114 0.085 -0.044 0.10
H -5.586 -0.513 2.259 0.024 -0.016 0.038 0.11
H -3.997 -0.347 0.463 0.028 -0.036 0.044 0.10
C 3.442 2.320 3.467 0.007 0.195 -0.135 -0.13
H -2.594 -1.285 -0.023 0.015 0.009 -0.013 0.10
```
Forces are in eV/Å.

Properties
Frontier orbital gap: 6.669 eV
Total charge: -1
Lowest unoccupied orbital energy: 2.07 eV



Entry from OMol25: a structure of composition C47H53N3P2RuS2 (the ωB97M-V functional and the def2-TZVPD basis).

The geometry in XYZ format:
```
108
Properties=species:S:1:pos:R:3:forces:R:3:mulliken_spin:R:1
H 0.552 -3.761 -4.188 -0.031 -0.009 0.012 -0.01
C 0.146 1.898 3.892 0.057 0.031 0.118 0.01
C -0.260 -3.047 -4.064 0.041 0.003 0.048 0.05
C 5.188 3.718 2.240 -0.048 -0.037 0.041 0.00
H -2.824 5.588 -2.670 -0.017 -0.001 0.024 0.00
H -5.446 3.308 -1.230 -0.019 -0.013 -0.037 0.00
H -3.814 -3.284 3.369 -0.021 -0.024 -0.008 0.00
C -0.553 2.294 -2.235 -0.091 0.045 0.039 -0.03
H -0.796 -3.295 -3.144 -0.033 -0.016 -0.052 -0.01
S 0.471 3.127 0.799 -0.080 0.087 0.052 0.00
C 1.617 -2.603 2.453 -0.004 -0.095 0.021 0.01
C 5.229 2.915 -0.024 -0.027 -0.017 -0.001 0.00
H -4.253 -0.114 0.133 0.004 -0.008 0.005 0.00
H 1.161 -1.671 2.770 0.025 0.011 0.004 -0.01
C -2.053 0.894 -1.142 0.101 0.386 -0.361 -0.13
C 3.353 2.391 1.404 -0.027 0.073 0.007 0.01
H -4.807 4.396 -4.720 0.029 -0.011 0.008 0.00
C 5.830 3.614 1.015 0.023 -0.010 0.002 0.00
H 3.382 -3.848 -0.151 -0.011 -0.013 0.010 0.01
H 2.040 -5.830 3.408 0.004 0.010 -0.008 0.00
H -6.278 -1.515 2.912 0.012 0.012 -0.018 0.00
H 3.498 1.801 -0.642 0.038 -0.011 -0.048 -0.05
H 1.653 -0.314 -4.990 -0.024 0.008 -0.059 -0.01
C -3.411 -1.876 0.995 -0.133 -0.177 0.094 -0.01
C -4.008 3.757 -2.801 0.024 -0.014 0.024 0.00
C -4.726 -2.329 1.635 0.016 0.004 -0.032 -0.01
C -1.103 -2.191 0.436 0.120 -0.324 -0.055 0.01
H -2.158 -3.522 1.696 0.008 -0.017 -0.046 -0.01
C -0.905 -0.669 -3.952 0.023 0.006 0.042 0.01
C 0.285 -1.617 -3.957 0.083 0.004 0.098 -0.11
H -5.899 -1.915 -0.156 -0.014 -0.020 0.013 0.00
H -5.233 -3.548 -0.087 -0.038 0.006 -0.001 0.00
C -3.371 -0.731 0.237 0.082 0.096 -0.107 -0.03
C 6.088 -0.334 -1.323 -0.032 0.003 0.029 -0.04
C 3.993 2.318 0.170 0.020 0.071 0.126 0.03
P 2.376 -1.104 0.217 -0.343 -0.122 1.292 -0.03
H -1.282 3.998 -3.238 -0.010 -0.013 0.017 -0.01
C -5.684 -2.753 0.511 0.028 0.010 0.018 0.00
H 3.227 -5.894 1.236 -0.014 0.023 0.001 0.00
C -1.544 3.125 -2.655 -0.215 -0.127 0.083 -0.02
C -5.385 3.300 -2.321 0.031 0.000 0.028 -0.01
H 4.051 -0.363 -2.023 0.022 -0.047 -0.040 0.04
H -6.627 -3.121 0.925 0.026 0.030 -0.005 0.00
H 3.270 0.616 3.718 0.000 -0.016 0.040 0.00
H -0.581 0.369 -4.002 -0.013 0.061 0.033 0.00
H 2.764 0.093 6.083 -0.002 -0.001 -0.026 0.00
C -4.525 -3.521 2.573 0.024 0.032 -0.024 0.00
C 2.108 -4.936 2.799 0.009 0.021 -0.012 0.00
H -1.504 -0.809 -3.053 -0.051 -0.006 0.002 0.00
H 7.051 -1.058 1.842 -0.020 0.006 -0.004 0.00
C 2.774 -4.972 1.580 0.011 0.030 -0.026 -0.01
H -6.152 3.977 -2.706 0.019 -0.016 0.008 0.00
C 1.534 -3.749 3.236 -0.005 0.062 -0.029 0.01
C -3.763 5.183 -2.288 0.003 -0.012 0.010 -0.01
C -0.147 1.587 5.216 0.024 -0.008 -0.055 0.00
H 6.500 -0.046 -2.282 -0.016 -0.009 0.009 0.00
C 4.179 -0.889 0.045 -0.032 -0.083 -0.207 -0.03
H -3.711 5.190 -1.198 -0.004 0.024 -0.022 0.00
H 4.608 -1.377 2.089 0.021 -0.035 -0.006 0.00
C 2.315 0.905 4.146 -0.061 -0.022 0.002 0.00
N 1.091 -1.457 -2.702 -0.077 0.156 -0.298 0.61
C 6.929 -0.538 -0.236 -0.025 0.001 -0.032 0.00
C 1.379 1.561 3.346 0.072 0.032 -0.007 0.01
Ru 0.705 -0.110 -0.952 -1.548 -1.963 -0.223 0.39
C 0.791 0.937 6.007 -0.043 0.022 -0.003 0.00
H -0.580 2.398 3.262 0.009 0.026 0.008 0.00
N -0.777 1.170 -1.509 0.516 0.137 0.299 -0.05
H -5.576 -0.321 1.815 -0.011 -0.019 0.021 0.00
H 3.447 3.201 3.388 0.024 0.039 0.011 0.00
C 3.953 3.110 2.436 0.076 -0.062 -0.099 0.00
C -5.348 -1.183 2.443 0.052 0.000 0.005 0.00
H 0.558 0.685 7.035 0.010 0.029 -0.007 0.00
H -3.058 4.122 -4.734 -0.025 -0.012 0.002 0.00
H -5.615 2.293 -2.676 -0.019 0.024 0.017 0.00
H 0.566 -1.210 -6.077 0.011 -0.035 0.026 0.00
C 2.027 0.601 5.470 0.052 -0.013 -0.054 0.00
H 6.798 4.079 0.869 -0.012 0.000 -0.009 0.00
C 1.443 0.085 1.030 0.349 1.403 -1.224 0.13
C 2.865 -3.825 0.801 -0.039 0.011 0.021 0.05
H -0.949 -3.129 -4.910 0.018 0.017 0.004 0.00
S 2.324 -2.568 -2.591 0.008 0.045 0.035 0.48
H -4.115 1.469 -1.223 -0.009 0.009 -0.037 0.00
H -4.662 -0.854 3.226 -0.035 0.004 -0.004 0.00
C -4.007 3.755 -4.337 -0.002 0.009 0.007 0.00
H 5.647 4.279 3.046 -0.010 -0.017 0.002 0.00
H -4.160 -4.398 2.034 -0.004 0.011 0.029 0.00
C 1.167 -1.277 -5.165 0.004 -0.043 0.036 0.06
C -2.894 2.843 -2.304 0.031 0.215 -0.139 -0.03
C 5.026 -1.086 1.131 0.053 0.075 -0.015 0.00
C 4.718 -0.507 -1.181 0.038 -0.041 0.037 0.03
H -4.160 2.743 -4.716 -0.006 0.023 -0.012 0.00
H 1.025 -3.709 4.193 -0.001 -0.004 -0.032 0.00
C 2.279 -2.633 1.228 0.226 -0.112 -0.098 -0.05
N -1.065 -1.079 -0.306 1.181 1.147 -0.337 -0.06
H -1.113 1.852 5.630 0.004 -0.010 -0.011 0.00
C 6.397 -0.906 0.992 -0.044 0.004 0.042 0.00
H -4.572 5.848 -2.604 0.024 -0.020 -0.009 0.00
C -2.224 -2.624 1.099 -0.036 0.193 -0.106 -0.06
H -1.536 -0.874 -4.821 0.026 0.026 0.014 0.00
P 1.649 1.725 1.529 -0.164 -0.417 0.654 -0.04
H 8.000 -0.415 -0.347 -0.014 0.023 0.007 0.00
C -3.115 1.736 -1.534 -0.015 -0.197 0.101 -0.01
H 0.482 2.508 -2.460 0.084 -0.049 0.004 -0.01
H 1.942 -2.033 -5.293 -0.003 0.031 -0.011 -0.01
C -2.190 -0.311 -0.397 -0.209 -0.572 0.322 -0.05
H -5.479 -3.785 3.035 0.021 -0.001 -0.001 0.00
H 5.727 2.833 -0.982 -0.028 -0.005 0.000 0.00
H -0.184 -2.761 0.477 -0.001 0.057 -0.011 0.00
```
Forces are in eV/Å.

Properties
Frontier orbital gap (alpha / beta): 5.802 / 5.069 eV
Expectation value of S²: 1.23
Total charge: -1
Multiplicity: 2
Lowest unoccupied orbital energy (alpha / beta): 2.24 / 2.24 eV



The records above yield F_max values of 0.8 2.5 eV Å⁻¹, respectively.
The records above yield energy above the lowest of the compared OMol25 structures with the same formula, charge and spin values of 2.37 39.01 kcal/mol, respectively.